Record 1
Molecular formula: C39H38CdF5N5OPS2Se3
Method: DFT, ωB97M-V/def2-TZVPD

The calculation puts the HOMO energy at -3.9370 eV. Its net charge is -1. The spin multiplicity is 1. Its molecular weight is 1132.2 g mol⁻¹. As for the energy relative to the best compared isomer or geometry (same formula, charge and spin): 124.51 kJ/mol. Its electronic energy is -295710.2962 eV.

Positions of all 95 atoms, in Å:
Cd -0.56262 0.33022 0.37188
Se 0.47713 1.45653 2.73405
P -1.42940 2.50178 2.74660
Se -2.57836 2.62935 0.93574
C -1.18294 4.20599 3.39484
C 0.04619 4.64999 3.86507
C 0.18533 5.95334 4.32335
C -0.90317 6.81120 4.32545
C -2.13246 6.37042 3.85101
C -2.27183 5.07383 3.38448
C -2.41793 1.74676 4.08792
C -2.03857 2.01090 5.40326
C -2.72810 1.43027 6.45407
C -3.79734 0.58325 6.19065
C -4.15644 0.30114 4.88230
C -3.46663 0.87861 3.82444
H 0.89185 3.97223 3.86264
H 1.14804 6.29569 4.68223
H -0.79925 7.82777 4.68407
H -2.98482 7.03833 3.84554
H -3.21920 4.72919 2.98859
H -1.19538 2.66302 5.59387
H -2.42539 1.63145 7.47412
H -4.34622 0.14000 7.01276
H -4.97443 -0.37867 4.67951
H -3.73492 0.64832 2.80139
S -2.46952 -1.16599 0.94164
C -1.47761 -2.58889 1.11972
N -2.01055 -3.59404 1.74788
N -1.43181 -4.81208 1.84368
C -0.78283 -5.62199 0.92316
C -0.59772 -5.30373 -0.42672
C -0.01275 -6.22011 -1.28450
C 0.40325 -7.46435 -0.83329
C 0.22467 -7.78439 0.50566
C -0.36296 -6.88224 1.37110
N -0.16211 -2.71762 0.70689
N 0.52180 -1.70575 0.45664
C 1.88754 -1.93233 0.23897
C 2.71558 -0.81139 0.18540
C 4.08767 -0.96851 0.11510
C 4.64281 -2.23752 0.06510
C 3.81539 -3.35644 0.04873
C 2.44634 -3.21223 0.13570
H -1.74606 -5.28476 2.67112
H -0.91630 -4.34656 -0.80414
H 0.12767 -5.95615 -2.32536
H 0.85398 -8.17617 -1.51208
H 0.54672 -8.74905 0.87822
H -0.50510 -7.14948 2.41300
H 2.27292 0.17793 0.22523
H 4.72488 -0.09437 0.09313
H 5.71811 -2.35913 0.02985
H 4.24094 -4.34869 -0.02959
H 1.79323 -4.07349 0.12955
O -0.21935 -0.27944 -1.95060
C -1.27447 -0.35823 -2.55648
C -1.49877 -1.32035 -3.68447
C -1.10809 -0.52635 -4.95619
C -1.75423 0.86277 -5.12029
C -1.20486 1.94332 -4.16459
C -1.86969 1.94263 -2.77081
N -2.27718 0.57915 -2.39444
H -2.54291 -1.63779 -3.72068
H -0.84721 -2.18769 -3.59356
H -1.35784 -1.13527 -5.82726
H -0.02256 -0.39455 -4.94056
H -2.84546 0.79823 -5.02990
H -1.55208 1.18615 -6.14350
H -1.32917 2.92815 -4.62035
H -0.13126 1.76799 -4.04730
H -2.76123 2.56862 -2.74532
H -1.17304 2.32408 -2.02356
H -3.12860 0.31139 -2.86276
F 8.53094 -0.47719 -2.29647
C 7.22732 -0.41227 -2.61850
C 6.54349 -1.54833 -3.01310
F 7.20323 -2.71859 -3.07286
C 5.20072 -1.48194 -3.32463
F 4.59584 -2.61821 -3.68382
C 4.46414 -0.29248 -3.25243
Se 2.63055 -0.24202 -3.58102
C 5.20104 0.83510 -2.87095
F 4.59215 2.02748 -2.78143
C 6.54576 0.78948 -2.56030
F 7.20219 1.90348 -2.19822
C 0.45523 4.40945 -0.06404
S 1.14027 2.79826 -0.51042
C 1.59277 3.19160 -2.21407
H 1.20594 5.17238 -0.26857
H 0.23152 4.39112 0.99630
H -0.45982 4.59821 -0.62248
H 0.73356 3.61441 -2.73729
H 1.91003 2.26162 -2.68804
H 2.41920 3.90041 -2.20193

Record 2
Molecular formula: C21H42Br2Cl12O5Pt
Method: DFT, ωB97M-V/def2-TZVPD

The calculation puts the HOMO energy (alpha / beta) at -8.1796 / -8.8923 eV. Its net charge is 0. The spin multiplicity is 3. Its molecular weight is 1154.9 g mol⁻¹. As for the expectation value of S²: 2.005. Its electronic energy is -326296.6924 eV.

Positions of all 83 atoms, in Å:
Pt -1.69059 -0.38597 -0.06805
Br -2.78001 0.11453 -2.18755
Br 0.67241 -1.02217 -0.80546
C 0.48307 -4.13082 0.69642
Cl 2.01834 -3.84424 1.48525
Cl -0.18471 -5.70837 1.08106
H -0.21966 -3.37886 1.08440
H 0.63132 -4.09749 -0.39212
C -2.29102 -3.36684 -3.55821
Cl -1.34457 -4.86007 -4.00944
Cl -3.98670 -3.74411 -3.47096
H -1.91401 -3.07684 -2.59508
H -2.12649 -2.66228 -4.36812
C 3.49514 -3.36082 -2.48230
Cl 4.30826 -4.89071 -2.47357
Cl 4.61728 -1.97859 -2.33530
H 2.98657 -3.21467 -3.41484
H 2.77113 -3.37969 -1.67060
C 4.20982 -0.28850 1.39660
Cl 4.70187 -1.56588 2.46897
Cl 5.57468 0.24275 0.46326
H 3.36367 -0.63421 0.80962
H 3.93096 0.54344 2.01122
C -0.04421 -0.86257 -4.54262
Cl 1.58292 -0.93572 -5.33616
Cl -1.33603 -0.58268 -5.68294
H -0.19024 -1.86837 -4.23844
H -0.05531 -0.07333 -3.75973
C 2.90609 1.54168 -2.99100
Cl 1.65710 2.29294 -3.99188
Cl 4.24709 2.62549 -2.60156
H 2.41458 1.23966 -2.05356
H 3.23645 0.64277 -3.51631
C -4.82267 -2.48706 -0.03199
C -3.62526 -3.11899 0.50619
O -2.55527 -2.45587 0.67056
C -3.60843 -4.47533 0.95791
H -4.53164 -1.71628 -0.75023
H -5.22710 -1.90376 0.81373
H -5.50210 -3.29514 -0.31091
H -4.53434 -4.85761 1.28977
H -2.84632 -4.55576 1.69883
H -3.31228 -5.20195 0.14881
C -3.82342 2.42551 1.17390
C -4.73071 1.27496 0.97693
O -4.24929 0.14399 1.17015
C -6.16782 1.49373 0.64180
H -4.18404 3.13509 1.91628
H -3.79598 2.93642 0.16201
H -2.82620 2.01891 1.33617
H -6.44589 2.38458 0.11513
H -6.73496 1.48477 1.56869
H -6.41398 0.71541 -0.11164
C -0.57769 -0.73930 4.67562
C -0.29306 -0.61457 3.23360
O -1.13319 -0.78713 2.36962
C 1.08114 -0.03104 2.97946
H -1.50868 -1.21477 4.90890
H -0.62503 0.33309 5.00922
H 0.25774 -1.24063 5.19194
H 1.08125 0.21879 1.92286
H 1.88681 -0.73698 3.16451
H 1.21760 0.86871 3.59594
C 5.52994 3.10648 3.12097
C 4.72882 3.45733 1.95839
O 3.72665 2.84278 1.64178
C 5.16013 4.66468 1.13298
H 5.41043 3.90611 3.84893
H 6.61473 3.03574 2.94312
H 5.13831 2.13084 3.46810
H 5.84609 4.23439 0.37623
H 5.62974 5.45294 1.67461
H 4.31727 5.05114 0.60963
C -1.52971 3.51474 -1.90386
C -0.55236 3.16329 -0.83444
O -0.70104 2.18513 -0.09036
C 0.54343 4.06740 -0.46189
H -1.82291 2.60716 -2.43416
H -1.16582 4.19333 -2.66218
H -2.37613 4.10910 -1.41971
H 0.12704 4.72184 0.31046
H 0.90630 4.72382 -1.28124
H 1.37469 3.50051 0.05794